C5H12NO | ωB97M-V/def2-TZVPD

The geometry in ORCA input format:
```
! wB97M-V def2-TZVPD RIJCOSX def2/J DEFGRID3
* xyz 1 1
C -0.2517 -0.3521 -1.4516
C 0.9791 -0.2048 0.1246
C 1.7909 1.0694 -0.0209
C -1.0951 -1.4884 0.4596
C -1.2324 0.8208 0.4363
N -0.4612 -0.3204 -0.0663
O 1.5787 -1.3226 0.2908
H -0.4323 0.5608 -1.9226
H -0.2668 -1.2252 -2.0780
H 1.2868 1.7143 -0.6563
H 2.8203 0.8050 -0.4522
H 2.1468 1.6256 0.8524
H -2.1291 -1.6511 0.0194
H -0.5609 -2.4318 0.2698
H -1.1021 -1.3758 1.5174
H -1.9433 1.1856 -0.3439
H -1.8612 0.4527 1.2067
H -0.5665 1.7376 0.6520
H 2.3325 -1.5158 -0.3828
*
```

Output
* HOMO: -13.0 eV
* LUMO energy: -3.9 eV
* Kohn-Sham gap: 9.13 eV
* max |F|: 4.21 eV/Å
* relative energy (zero: lowest compared OMol25 entry of this formula, charge and spin): 93.2 kcal/mol
* total energy: -327.31107 Eh

***

C24H78N31O16 | ωB97M-V/def2-TZVPD

The geometry in ORCA input format:
```
! wB97M-V def2-TZVPD RIJCOSX def2/J DEFGRID3
* xyz -1 1
C 22.2671 5.3202 25.7996
C 21.6414 4.6348 27.0355
C 22.3560 3.2822 27.3113
C 23.7287 3.3024 28.0087
C 23.6939 4.2875 29.1617
C 22.9403 5.6449 28.9452
N 21.6471 5.5031 28.2585
O 20.7613 6.7028 28.2041
C 24.0913 6.5748 28.3379
C 22.7651 6.2775 30.3441
C 20.1423 4.2650 26.6045
H 21.7748 6.2456 25.5241
H 22.3049 4.6263 24.9582
H 23.3002 5.5778 26.0328
H 22.5263 2.7178 26.3918
H 21.6209 2.7397 27.9105
H 24.4989 3.6105 27.2922
H 24.2311 2.3760 28.2965
H 24.6993 4.5590 29.4900
H 23.2502 3.7478 30.0041
H 23.5342 7.2043 27.6366
H 24.8496 6.0782 27.7359
H 24.5126 7.2531 29.0773
H 23.7096 6.3100 30.8872
H 22.0356 5.6649 30.8768
H 22.4284 7.3061 30.2134
H 20.0954 3.4325 25.8987
H 19.6899 5.1659 26.1830
H 19.4036 4.0012 27.3636
C 21.4323 9.7407 25.2690
O 21.2979 10.7228 24.5298
N 20.8121 8.6057 24.9610
N 22.3604 9.5563 26.2293
H 20.1390 8.5341 24.2181
H 21.0521 7.7566 25.4425
H 22.7773 10.3399 26.7001
H 22.4529 8.6324 26.6208
C 22.9983 -0.5918 28.8718
O 23.7555 -1.1878 28.1149
N 21.8369 -0.1931 28.3524
N 23.2387 -0.1912 30.1262
H 21.7007 -0.1412 27.3531
H 21.2947 0.4813 28.8745
H 24.0597 -0.7206 30.3988
H 22.4412 -0.2294 30.7483
C 26.4414 9.0534 32.8905
O 26.2629 10.1224 33.4647
N 25.5975 8.0123 33.0685
N 27.4601 8.7553 32.0579
H 24.8770 8.1245 33.7593
H 25.7126 7.2297 32.4467
H 27.5003 7.8045 31.7146
H 27.9061 9.5079 31.5633
C 20.1665 10.4969 29.8092
O 19.6995 11.4067 30.4857
N 19.7650 9.2119 29.9557
N 21.0611 10.6785 28.7997
H 19.1863 9.1274 30.7744
H 20.0581 8.4388 29.3650
H 21.4655 11.5353 28.4714
H 21.2052 9.8279 28.2789
C 19.0009 4.6522 30.9947
O 18.0958 4.2036 31.7098
N 19.3319 5.9172 30.7430
N 19.8407 3.8596 30.3575
H 18.6820 6.6385 31.0086
H 20.0825 6.0413 30.0732
H 20.4430 4.2268 29.6277
H 20.0471 2.9842 30.8357
C 26.4207 3.8392 25.0908
O 26.2532 2.8027 24.4632
N 27.5726 4.1098 25.7109
N 25.5088 4.8288 25.1940
H 27.6922 4.9218 26.2974
H 28.2383 3.3566 25.7545
H 25.7503 5.5376 25.8668
H 24.7011 4.7962 24.5841
C 28.2711 4.8751 31.5960
O 27.7477 5.9783 31.7925
N 29.2737 4.4169 32.3196
N 27.6923 3.9655 30.7782
H 29.6837 3.5377 32.0540
H 29.7199 5.0021 33.0054
H 26.8293 4.3683 30.4442
H 28.1458 3.1148 30.5005
C 16.5038 4.6092 27.3065
O 15.3827 4.3112 27.6829
N 17.0607 4.2043 26.1834
N 17.3226 5.3783 28.0419
H 18.0376 4.4572 26.1478
H 16.5632 3.8634 25.3750
H 17.0866 5.6781 28.9722
H 18.1722 5.7895 27.6868
C 23.5588 0.1727 24.9047
O 22.6284 -0.5530 25.1803
N 24.5453 0.5470 25.7648
N 23.6409 0.9398 23.8018
H 24.5733 0.1153 26.6754
H 25.1192 1.3479 25.5642
H 24.2423 1.7464 23.7301
H 22.8122 0.7897 23.2475
C 24.6863 4.2989 21.6593
O 24.0607 4.3128 22.7204
N 24.3958 5.1150 20.6252
N 25.7878 3.6139 21.4839
H 23.5206 5.6162 20.6263
H 24.6095 4.6525 19.7532
H 26.2489 3.2056 22.2859
H 25.9312 3.1786 20.5869
C 16.5165 0.8132 24.9196
O 15.7464 1.5400 24.2778
N 17.3234 1.1886 25.9109
N 16.7553 -0.4482 24.5445
H 17.4509 2.1850 26.0247
H 17.9936 0.5388 26.2785
H 16.3424 -0.6589 23.6504
H 17.3142 -1.0451 25.1253
C 20.0755 3.2319 22.1754
O 19.3460 3.0991 21.1929
N 20.4142 2.2122 22.9543
N 20.6192 4.4161 22.5142
H 21.3250 2.2632 23.3840
H 20.0068 1.3518 22.6230
H 20.2704 5.2328 22.0415
H 20.7094 4.4212 23.5210
C 16.9914 9.3736 27.2551
O 16.8130 10.1539 26.3243
N 18.0190 8.4988 27.4134
N 16.2471 9.4055 28.3726
H 18.8009 8.4542 26.7828
H 17.8999 8.0039 28.2774
H 16.2449 8.8595 29.2181
H 15.4518 10.0180 28.4595
C 22.1038 2.3982 32.4072
O 21.0339 1.9905 31.9693
N 23.3201 1.8696 32.1492
N 22.2093 3.4124 33.3068
H 23.5238 1.2817 31.3584
H 23.9546 2.0333 32.9117
H 21.4485 4.0653 33.4065
H 23.1579 3.7205 33.4311
C 28.2587 7.1194 27.7304
O 27.2710 6.3951 27.8942
N 29.5338 6.7191 27.5013
N 28.1394 8.4302 27.7826
H 30.1568 7.4553 27.2198
H 29.8179 5.7586 27.4311
H 28.9344 9.0423 27.7481
H 27.1747 8.7183 27.8407
*
```

Output
* HOMO: -4.8 eV
* LUMO energy: 0.9 eV
* Kohn-Sham gap: 5.68 eV
* max |F|: 4.18 eV/Å
* total energy: -3863.09246 Eh

***

C21H43N3O36S7 | ωB97M-V/def2-TZVPD

The geometry in ORCA input format:
```
! wB97M-V def2-TZVPD RIJCOSX def2/J DEFGRID3
* xyz 0 1
C -17.8969 -10.3730 24.6057
N -16.7897 -10.0520 25.5223
O -15.7937 -10.7374 25.3850
O -16.9384 -9.2236 26.3967
H -17.5411 -10.3332 23.5801
H -18.7770 -9.7439 24.6973
H -18.1884 -11.4092 24.7599
C -22.4923 -16.4398 21.7672
N -23.8222 -16.7900 21.2329
O -24.5663 -17.4324 21.9493
O -24.0725 -16.4793 20.0906
H -21.9169 -17.3565 21.8748
H -22.5325 -15.8426 22.6730
H -21.9740 -15.8653 21.0023
C -17.6752 -13.5066 20.3710
N -17.7322 -12.7078 21.6225
O -18.8106 -12.2537 21.9416
O -16.7407 -12.6187 22.3196
H -18.1807 -12.9020 19.6226
H -18.2394 -14.4033 20.6164
H -16.6611 -13.7257 20.0610
O -22.3939 -14.9820 31.2560
S -23.2660 -14.7624 30.1463
O -23.6136 -13.4349 29.7219
O -22.6537 -15.5674 28.8589
C -23.4785 -16.7079 28.5189
C -24.4306 -16.8846 29.6591
O -24.6245 -15.6132 30.2354
H -24.0907 -16.5024 27.6375
H -22.7750 -17.4761 28.2054
H -24.0511 -17.5455 30.4549
H -25.3728 -17.3863 29.4354
O -20.9800 -12.1015 23.8775
S -20.8738 -13.4942 24.2469
O -20.0835 -14.3660 23.4245
O -20.4372 -13.5164 25.8020
C -21.5107 -13.6213 26.7205
C -22.7769 -13.8401 25.8864
O -22.2982 -14.1589 24.5652
H -21.3151 -14.4558 27.3873
H -21.6052 -12.7325 27.3428
H -23.4132 -12.9580 25.8746
H -23.3668 -14.7244 26.1144
O -22.5769 -14.4086 19.2666
S -23.1723 -13.1331 19.0372
O -23.8110 -12.8637 17.8057
O -24.0784 -12.7722 20.3153
C -23.2707 -12.5398 21.4369
C -21.9740 -11.9032 20.8176
O -22.1736 -11.9315 19.4047
H -23.7539 -11.9335 22.1970
H -22.9413 -13.4648 21.9177
H -21.0926 -12.5007 21.0454
H -21.7601 -10.8725 21.0878
O -26.1073 -12.7865 26.5750
S -26.6339 -13.8193 27.4172
O -25.9953 -15.1005 27.3999
O -26.8629 -13.3833 28.9526
C -27.8618 -14.2252 29.4935
C -28.8845 -14.4028 28.3344
O -28.2089 -13.9813 27.1451
H -27.4803 -15.1471 29.9335
H -28.3038 -13.6803 30.3259
H -29.6863 -13.6817 28.4845
H -29.3604 -15.3800 28.3221
O -16.1005 -17.5439 27.7390
S -17.3981 -17.9172 28.2021
O -17.8494 -19.2531 27.9643
O -17.6653 -17.4667 29.7477
C -17.9680 -16.0829 29.7564
C -19.0698 -16.0484 28.6907
O -18.4512 -16.7980 27.6285
H -18.2758 -15.7021 30.7268
H -17.1400 -15.4712 29.3919
H -19.3112 -15.0534 28.3147
H -20.0389 -16.5097 28.8852
O -19.8545 -13.6016 31.6211
S -19.9956 -12.3440 30.9322
O -21.0545 -11.4985 31.3326
O -18.5822 -11.5843 30.8165
C -18.0439 -11.6607 29.5131
C -19.2041 -11.8811 28.5445
O -20.1250 -12.6792 29.3034
H -17.2641 -10.9385 29.2832
H -17.4614 -12.5930 29.4653
H -18.8378 -12.4099 27.6661
H -19.8012 -11.0200 28.2404
O -21.8324 -10.3387 28.0363
S -22.5291 -9.5174 27.0964
O -22.3762 -8.1016 27.1336
O -22.1869 -10.0624 25.5955
C -23.3783 -10.3520 24.8704
C -24.5756 -10.0157 25.7450
O -24.0906 -9.9826 27.0962
H -23.3985 -9.6405 24.0398
H -23.4572 -11.3494 24.4443
H -25.2621 -10.8579 25.7231
H -25.0039 -9.0249 25.5895
O -26.7296 -20.1161 23.7983
C -26.0358 -19.3291 24.3661
C -26.2005 -17.8056 24.4655
C -24.7969 -17.4114 24.9099
C -24.4085 -18.5925 25.7873
O -24.9772 -19.7174 25.1296
H -26.3557 -17.4421 23.4533
H -26.9397 -17.5845 25.2341
H -24.2289 -17.2511 23.9951
H -24.7162 -16.5322 25.5555
H -23.3182 -18.6636 25.7827
H -24.7869 -18.5516 26.8116
*
```

Output
* HOMO: -10.3 eV
* LUMO energy: -0.3 eV
* Kohn-Sham gap: 10.04 eV
* max |F|: 3.05 eV/Å
* total energy: -6485.71055 Eh

***

C6H6CuNaO2 | ωB97M-V/def2-TZVPD

The geometry in ORCA input format:
```
! wB97M-V def2-TZVPD RIJCOSX def2/J DEFGRID3
* xyz 1 2
C 1.4141 1.6432 0.7068
C 1.0246 0.4576 1.1893
C 1.3429 -0.8949 0.6310
H 1.0368 2.5707 1.1385
H 2.1090 1.7286 -0.1346
H 0.3050 0.4385 2.0118
H 1.7700 -1.5687 1.3867
C 2.2097 -0.8804 -0.5526
O 3.3506 -0.8679 -0.8220
O -1.7952 0.0053 -0.0649
C -1.4376 -1.2525 0.0557
C -0.1855 -1.7403 0.1815
Na -0.5373 0.9805 -1.6212
Cu -3.7074 0.8068 0.7852
H -0.0110 -2.8152 0.1270
H -2.2419 -2.0107 0.0050
*
```

Output
* HOMO (alpha / beta): -10.3 / -11.8 eV
* LUMO energy (alpha / beta): -5.6 / -5.6 eV
* Kohn-Sham gap (alpha / beta): 4.69 / 6.26 eV
* max |F|: 3.52 eV/Å
* relative energy (zero: lowest compared OMol25 entry of this formula, charge and spin): 18.0 kcal/mol
* total energy: -2185.10238 Eh